(1)
{
  "formula": "C4H11N4",
  "method": "the ωB97M-V functional and the def2-TZVPD basis",
  "symbols": ["N", "N", "N", "N", "C", "C", "C", "C", "H", "H", "H", "H", "H", "H", "H", "H", "H", "H", "H"],
  "coordinates": [[-0.91, -2.03, 0.19], [1.33, -0.45, -0.45], [-2.24, -0.18, -0.31], [-0.92, 0.49, -0.19], [-1.09, 1.70, 0.45], [2.39, -1.30, 0.02], [-2.02, -1.56, -0.16], [0.19, -0.32, 0.28], [-0.14, 2.32, 0.09], [-0.69, 0.75, -1.25], [3.16, -1.32, -0.67], [0.30, -0.38, 1.36], [-2.91, -2.13, -0.40], [-1.11, 1.63, 1.50], [-2.88, 0.11, -1.01], [1.24, -0.48, -1.43], [-2.04, 2.18, 0.11], [2.85, -1.13, 1.05], [1.97, -2.25, 0.26]],
  "nbo_charge": [-0.4375, -0.5794, -0.4588, -0.2498, -0.4117, -0.4263, 0.1566, 0.2681, 0.2366, 0.4445, 0.2317, 0.2487, 0.2232, 0.2460, 0.4150, 0.3966, 0.2485, 0.2268, 0.2211],
  "de_lowest_ev": 5.469,
  "charge": 1,
  "homo_ev": -12.752,
  "lumo_energy_ha": -0.1397
}

***

(2)
{
  "formula": "C4H11N4O2",
  "method": "the ωB97M-V functional and the def2-TZVPD basis",
  "symbols": ["O", "O", "N", "N", "N", "N", "C", "C", "C", "C", "H", "H", "H", "H", "H", "H", "H", "H", "H", "H", "H"],
  "coordinates": [[-4.12, -0.68, 0.26], [-2.44, 1.47, -0.71], [0.62, -1.21, -0.15], [0.05, 1.58, -0.05], [-2.95, -0.64, 0.55], [-2.21, 0.37, 0.17], [1.40, 1.98, -0.32], [-0.46, 0.50, 0.49], [0.37, -0.61, 1.07], [-0.37, -2.17, -0.50], [-3.45, 1.59, -0.78], [-0.26, -1.24, 1.74], [-0.74, 1.95, -0.53], [1.41, 2.07, -1.41], [-1.34, -1.76, -0.95], [-0.54, -2.73, 0.39], [1.55, 3.01, 0.18], [1.49, -0.93, -0.74], [0.14, -3.00, -1.15], [2.13, 1.20, -0.01], [1.29, -0.26, 1.47]],
  "nbo_charge": [-0.3271, -0.5906, -0.5916, -0.5222, 0.2355, 0.0120, -0.4289, 0.6375, -0.3085, -0.4346, 0.5412, 0.2579, 0.4529, 0.2463, 0.2022, 0.2110, 0.2659, 0.4264, 0.2416, 0.2255, 0.2476],
  "smiles": "CNC/C(=[NH+]\\C)N(O)N=O",
  "de_lowest_ev": 9.035,
  "charge": 1,
  "homo_ev": -13.425,
  "lumo_energy_ha": -0.1608
}

***

(3)
{
  "formula": "C4H11N4O4",
  "method": "the ωB97M-V functional and the def2-TZVPD basis",
  "symbols": ["O", "O", "O", "O", "N", "N", "N", "N", "C", "C", "C", "C", "H", "H", "H", "H", "H", "H", "H", "H", "H", "H", "H"],
  "coordinates": [[0.94, 0.39, 1.69], [2.38, -0.86, 0.54], [1.28, 0.74, -1.99], [2.79, 1.70, -0.43], [0.20, -0.80, -0.17], [0.56, 1.92, -0.30], [-1.62, 0.23, -1.09], [-3.10, -1.62, 0.99], [-1.71, -1.26, 0.91], [1.11, -0.47, 0.61], [-1.10, -0.45, 0.00], [1.56, 1.29, -0.82], [-1.09, -1.57, 1.73], [3.33, 1.39, -1.14], [0.62, 2.70, 0.31], [-1.29, 0.06, -2.01], [-3.26, -2.41, 1.65], [2.42, -1.82, 0.24], [-2.50, 0.61, -1.09], [-0.49, 1.75, -0.45], [1.36, 0.18, 2.47], [-3.93, -1.46, 0.43], [1.54, -0.22, -2.09]],
  "nbo_charge": [-0.7153, -0.6890, -0.6544, -0.5846, -0.5344, -0.7176, -0.8535, -0.8423, 0.0146, 0.7555, 0.1476, 0.8914, 0.2044, 0.5068, 0.4320, 0.3952, 0.3976, 0.5216, 0.3974, 0.4695, 0.5075, 0.4133, 0.5366],
  "de_lowest_ev": 0.000,
  "charge": 1,
  "homo_ev": [-10.470, -10.471],
  "lumo_energy_ha": [-0.1388, -0.1388]
}

***

(4)
{
  "formula": "C4H11N5",
  "method": "the ωB97M-V functional and the def2-TZVPD basis",
  "symbols": ["N", "N", "N", "N", "N", "C", "C", "C", "C", "H", "H", "H", "H", "H", "H", "H", "H", "H", "H", "H"],
  "coordinates": [[0.42, 1.02, 0.47], [-3.57, -0.47, 0.35], [-2.35, 0.31, 0.04], [2.17, -1.27, -0.30], [0.95, -1.23, -0.55], [0.81, 2.06, -0.49], [-1.22, -0.40, -0.29], [0.05, -0.21, -0.06], [2.83, -0.41, 0.57], [-2.18, 1.03, 0.74], [-4.10, -0.61, -0.53], [2.87, 0.64, 0.21], [1.03, 3.04, 0.04], [0.06, 2.27, -1.21], [1.73, 1.88, -1.01], [3.85, -0.80, 0.82], [0.92, 0.98, 1.34], [2.33, -0.48, 1.55], [-1.43, -1.28, -0.92], [-3.24, -1.48, 0.59]],
  "nbo_charge": [-0.6819, -0.6378, -0.4563, -0.1646, -0.1386, -0.4064, 0.0382, 0.0966, -0.4867, 0.3844, 0.3522, 0.2070, 0.1994, 0.2058, 0.1681, 0.2095, 0.3814, 0.1858, 0.2037, 0.3403],
  "smiles": "C/N=N\\C(=C\\NN)NC",
  "de_lowest_ev": 3.674,
  "homo_ev": -7.934,
  "lumo_energy_ha": 0.0288
}

***

(5)
{
  "formula": "C4H11N6",
  "method": "the ωB97M-V functional and the def2-TZVPD basis",
  "symbols": ["N", "N", "N", "N", "N", "N", "C", "C", "C", "C", "H", "H", "H", "H", "H", "H", "H", "H", "H", "H", "H"],
  "coordinates": [[-1.42, -0.66, 0.76], [2.81, -0.14, -1.07], [0.26, -0.10, -1.09], [2.23, 0.50, -0.14], [0.01, 1.20, 0.52], [0.92, -1.12, -1.59], [-0.51, -0.06, 0.19], [-0.51, 2.17, 1.42], [1.05, 1.19, -0.46], [-2.28, -1.75, 0.39], [-0.85, 2.99, 0.77], [2.16, 0.21, 0.86], [1.18, 2.02, -1.04], [-1.33, 1.56, 1.81], [-3.29, -1.25, 0.10], [-2.50, -2.27, 1.32], [-1.91, -2.30, -0.42], [3.45, -0.89, -0.74], [0.32, 2.40, 2.10], [1.19, -1.10, -2.56], [0.84, -2.05, -1.12]],
  "nbo_charge": [-0.4614, -0.2736, -0.2441, -0.2394, -0.4296, -0.4823, 0.5512, -0.4128, 0.2517, -0.4271, 0.2174, 0.3975, 0.2171, 0.2584, 0.2292, 0.2327, 0.1843, 0.3831, 0.2151, 0.4211, 0.4116],
  "smiles": "[H]/N=[NH+]/[C@@H]1N(C)/C(=N/C)N1N",
  "de_lowest_ev": 5.245,
  "charge": 1,
  "homo_ev": [-12.847, -12.847],
  "lumo_energy_ha": [-0.1741, -0.1741]
}

***

(6)
{
  "formula": "C4H11NO",
  "method": "the ωB97M-V functional and the def2-TZVPD basis",
  "symbols": ["O", "N", "C", "C", "C", "C", "H", "H", "H", "H", "H", "H", "H", "H", "H", "H", "H"],
  "coordinates": [[1.94, 2.79, -3.79], [-0.56, 0.44, 1.77], [-0.04, -1.00, -0.10], [-0.40, -0.90, 1.38], [-1.08, 0.00, -0.79], [-0.34, -1.81, 2.33], [-0.51, 0.91, -1.01], [1.01, -0.70, -0.36], [1.65, 2.82, -2.82], [-0.70, -1.64, 3.27], [-1.49, -0.45, -1.74], [-0.20, 0.30, 2.71], [-0.34, 1.23, 1.13], [-0.26, -1.97, -0.32], [-1.81, 0.43, -0.13], [0.34, -2.72, 2.18], [2.77, 2.29, -3.72]],
  "nbo_charge": [-0.9323, -0.8729, -0.4442, 0.2297, -0.6265, -0.5532, 0.1897, 0.2129, 0.4659, 0.1923, 0.2257, 0.3995, 0.3974, 0.2145, 0.2274, 0.2074, 0.4667],
  "smiles": "C=C(N)CC.O",
  "de_lowest_ev": 2.737,
  "homo_ev": -8.101,
  "lumo_energy_ha": 0.0157
}

***

| no. | strongest force on any atom (eV/A) |
| --- | --- |
| 1 | 6.22 |
| 2 | 5.95 |
| 3 | 4.15 |
| 4 | 3.76 |
| 5 | 3.77 |
| 6 | 4.80 |